{"formula": "C4H8N3", "method": "ωB97M-V with the def2-TZVPD basis set", "species": ["C", "C", "C", "C", "N", "N", "N", "H", "H", "H", "H", "H", "H", "H", "H"], "xyz": [[0.0791, 0.6085, -0.9533], [-0.5955, -0.5784, 2.2382], [-0.9044, 1.4176, 0.9146], [1.1797, -1.2499, -2.3161], [-0.6007, 0.0126, 1.1425], [0.6538, -0.1965, -1.5364], [-0.3605, 1.6227, -0.3696], [-0.1933, -1.5819, 2.3890], [-0.6653, -0.0263, 3.1150], [-1.9174, 1.8308, 0.9581], [-0.2780, 1.8582, 1.6873], [0.4512, -2.0639, -2.3041], [1.3846, -0.9596, -3.2924], [2.0975, -1.6531, -1.7912], [-0.6071, 2.3600, -1.0763]], "de_lowest_kcal_mol": 95.3, "smiles": "C=NC[NH+]=C=NC", "total_charge": 1, "e_homo_ev": -14.1, "orbital_gap_ev": 10.92, "e_tot_ev": -8738.64950}


{"formula": "C4H8N3", "method": "ωB97M-V with the def2-TZVPD basis set", "species": ["C", "C", "C", "C", "N", "N", "N", "H", "H", "H", "H", "H", "H", "H", "H"], "xyz": [[0.5250, 0.9555, 0.9351], [0.6778, -0.4539, 1.6916], [-0.5338, 0.3089, 0.0425], [-0.1388, -1.0412, 0.5728], [-1.6597, -0.4204, 0.3468], [0.0614, 0.7426, -2.4984], [-1.2217, -1.7141, 0.1386], [0.2248, 1.8685, 1.5155], [1.4274, 1.1487, 0.4039], [1.7273, -0.5865, 1.6330], [0.1502, -0.4488, 2.5755], [0.2115, 1.7126, -2.5651], [-0.8266, 0.4043, -2.7273], [0.8513, 0.1343, -2.5828], [-1.4761, -2.6105, 0.5181]], "multiplicity": 3, "s_squared": 2.0149, "de_lowest_kcal_mol": 137.9, "total_charge": 1, "e_homo_ev": [-11.8, -13.9], "orbital_gap_ev": [7.46, 6.35], "e_tot_ev": -8731.34889}


{"formula": "C4H8N3O", "method": "ωB97M-V with the def2-TZVPD basis set", "species": ["C", "C", "C", "C", "N", "N", "N", "O", "H", "H", "H", "H", "H", "H", "H", "H"], "xyz": [[-3.5968, -0.8067, 0.3598], [1.6657, -0.0113, -0.0292], [0.2086, -0.0793, 0.5327], [-0.5832, 0.5679, -0.5603], [-2.3995, -0.9319, -0.1256], [-2.9386, 1.1294, -0.2281], [-1.9758, 0.2978, -0.3564], [-4.0181, 0.4033, 0.2364], [-4.1303, -1.6907, 0.6230], [2.0792, 0.9663, -0.0359], [1.5885, -0.4065, -0.9970], [2.4502, -0.5666, 0.5274], [-0.1393, -1.1010, 0.7039], [0.1165, 0.5180, 1.4458], [-0.1591, 0.2070, -1.4941], [-0.6834, 1.7048, -0.4446]], "de_lowest_kcal_mol": 130.3, "smiles": "CCC[n+]1ncon1", "total_charge": 1, "e_homo_ev": -16.3, "orbital_gap_ev": 10.43, "e_tot_ev": -10784.65232}


{"formula": "C4H8N3S", "method": "ωB97M-V with the def2-TZVPD basis set", "species": ["C", "C", "C", "C", "N", "N", "N", "S", "H", "H", "H", "H", "H", "H", "H", "H"], "xyz": [[0.0386, -0.3881, -0.1594], [-1.4786, 0.1120, -2.3049], [0.2897, -0.6090, 2.0955], [1.1270, 0.6088, 1.6253], [-0.3121, -1.1374, 0.8373], [0.9842, 0.4827, 0.2205], [-0.6252, 0.2243, -3.2675], [-2.8488, 0.3769, -1.7176], [0.8027, -1.3502, 2.6410], [-0.3591, -0.2902, 2.9940], [0.6324, 1.5250, 1.9892], [2.1438, 0.6226, 2.0830], [-1.1042, -1.7519, 1.0339], [1.3948, 0.9557, -0.5789], [0.3504, 0.0321, -3.4529], [-1.0357, 0.5867, -4.0384]], "de_lowest_kcal_mol": 89.3, "total_charge": 1, "e_homo_ev": [-12.7, -12.7], "orbital_gap_ev": [7.64, 7.64], "e_tot_ev": -19573.38359}


{"formula": "C4H8N3S", "method": "ωB97M-V with the def2-TZVPD basis set", "species": ["C", "C", "C", "C", "N", "N", "N", "S", "H", "H", "H", "H", "H", "H", "H", "H"], "xyz": [[-2.9298, 0.1116, -0.9088], [0.6211, 0.4675, 0.8272], [-1.5983, -0.0211, -0.1684], [1.3684, -0.8314, 0.9934], [-0.4502, 0.6210, 1.7253], [-1.5596, 0.4307, 1.1774], [-0.2603, 0.2333, -0.7414], [-2.4725, -1.5208, -0.0309], [-3.6794, 0.6953, -0.2731], [-3.0609, 0.1876, -1.9822], [1.0810, 1.4634, 0.6866], [0.7817, -1.6975, 0.6564], [1.7661, -0.9882, 1.9776], [2.2896, -0.7110, 0.3584], [-0.1299, 1.0158, -1.4116], [0.1641, -0.6398, -1.1270]], "de_lowest_kcal_mol": 93.9, "smiles": "C[C@@H]1N=N[C@@]2(CS2)[NH2+]1", "total_charge": 1, "e_homo_ev": -13.9, "orbital_gap_ev": 9.69, "e_tot_ev": -19573.18407}


{"formula": "C4H8N4", "method": "ωB97M-V with the def2-TZVPD basis set", "species": ["C", "C", "C", "C", "H", "H", "H", "H", "H", "H", "H", "H", "N", "N", "N", "N"], "xyz": [[-1.2271, 0.2120, 0.9458], [0.6121, -1.5215, -0.2808], [1.3947, -0.3082, -0.6919], [-0.5023, 1.4717, 0.6447], [-2.2840, 0.5524, 1.3237], [-0.6594, -0.3773, 1.6959], [-2.4326, -0.9227, -0.3055], [1.2442, -2.3435, 0.0985], [1.9663, -0.0002, 0.2097], [2.2691, -0.6897, -1.3358], [1.3357, 1.4191, -1.8118], [-0.6821, 2.2356, 1.3873], [-1.4598, -0.6569, -0.1675], [-0.6060, -1.7758, -0.2511], [0.7280, 0.8671, -1.2020], [0.3033, 1.8379, -0.2593]], "de_lowest_kcal_mol": 86.2, "smiles": "C1=N\\NC/C=N\\NC/1", "total_charge": 0, "e_homo_ev": -7.9, "orbital_gap_ev": 8.79, "e_tot_ev": -10234.50337}


{"formula": "C4H8N4", "method": "ωB97M-V with the def2-TZVPD basis set", "species": ["C", "C", "C", "C", "H", "H", "H", "H", "H", "H", "H", "H", "N", "N", "N", "N"], "xyz": [[-3.6744, -0.1370, 0.1171], [-0.0115, -0.5579, -0.3356], [0.3820, 0.6418, -0.0277], [3.6005, -0.4108, 0.2776], [-3.8919, 1.1220, -0.5815], [-4.2233, -0.1054, 1.2268], [-3.8706, -1.3404, -0.7704], [0.4658, -1.5803, -0.6082], [0.0968, 1.5911, 0.6398], [2.3241, 1.6783, -0.2549], [3.9891, 0.6122, 0.0514], [4.4657, -1.2573, 0.6898], [-2.2924, 0.3010, 0.1578], [-1.4925, -0.7327, -0.1594], [1.7649, 0.7183, -0.4310], [2.3678, -0.5428, 0.0084]], "de_lowest_kcal_mol": 237.2, "total_charge": 0, "e_homo_ev": -8.3, "orbital_gap_ev": 8.45, "e_tot_ev": -10227.95457}


{"formula": "C4H8N4", "method": "ωB97M-V with the def2-TZVPD basis set", "species": ["C", "C", "C", "C", "H", "H", "H", "H", "H", "H", "H", "H", "N", "N", "N", "N"], "xyz": [[0.8542, 2.0504, -0.6802], [-0.8496, -1.3419, -0.4102], [-0.6469, -1.6187, 1.1175], [-0.3377, 0.7057, 1.1687], [0.6228, 1.5687, -2.7551], [1.5764, 2.7267, 0.3426], [1.0776, -0.8162, -0.6226], [-0.5054, -2.1828, -1.2177], [-1.7451, -0.8848, -0.7022], [-1.3667, -2.6982, 1.7069], [0.4944, -1.9297, 1.3719], [-0.2241, 1.7923, 1.6055], [1.2795, 2.3725, -1.8517], [0.1372, 0.9065, -0.1073], [0.3141, -0.3391, -0.8848], [-0.6807, -0.3114, 1.9189]], "de_lowest_kcal_mol": 170.8, "total_charge": 0, "e_homo_ev": -9.0, "orbital_gap_ev": 9.75, "e_tot_ev": -10230.83514}